# 1
{"formula": "C25H31ClIN2O4PTi", "method": "the ωB97M-V functional and the def2-TZVPD basis", "total_charge": 0, "homo_lumo_gap_ev": [5.29, 7.46], "multiplicity": 3, "homo_ev": [-5.27, -7.54], "relative_energy_kcal_mol": 0.0, "total_energy_ev": -90630.030, "s2": 2.034, "species": ["Ti", "C", "C", "O", "C", "C", "C", "C", "C", "C", "O", "H", "H", "H", "H", "H", "H", "H", "Cl", "C", "C", "C", "I", "C", "O", "C", "N", "C", "C", "C", "C", "H", "H", "H", "H", "C", "C", "N", "O", "H", "H", "H", "H", "H", "C", "C", "P", "C", "C", "C", "C", "H", "H", "H", "H", "H", "H", "H", "H", "H", "H", "H", "H", "H", "H", "H"], "xyz": [[0.5346, -0.2045, -0.3766], [0.9781, 0.1186, 3.7966], [1.3983, -0.0651, 2.3805], [0.3889, -0.1159, 1.4833], [2.7713, -0.1797, 1.9964], [3.7586, -0.2106, 3.0142], [5.1074, -0.3391, 2.7383], [5.5303, -0.4416, 1.4171], [4.5954, -0.4043, 0.3889], [3.2373, -0.2700, 0.6410], [2.4042, -0.2063, -0.3980], [-0.1082, 0.1937, 3.8345], [1.3990, 1.0228, 4.2510], [1.2836, -0.7166, 4.4401], [3.4438, -0.1336, 4.0464], [5.8239, -0.3580, 3.5494], [6.5833, -0.5416, 1.1852], [4.8993, -0.4709, -0.6481], [0.6071, 5.3243, -4.3607], [0.5252, 3.6922, -3.7479], [0.4924, 2.6499, -4.6169], [0.4130, 1.3121, -4.1580], [0.3490, -0.2323, -5.5302], [0.3728, 1.0236, -2.8145], [0.2513, -0.1797, -2.3116], [0.4262, 2.1417, -1.9051], [0.3856, 1.8129, -0.5728], [0.4228, 2.7660, 0.3086], [0.4822, 4.1288, -0.0541], [0.5160, 4.4797, -1.3610], [0.4909, 3.4696, -2.3478], [0.5203, 2.8496, -5.6795], [0.4006, 2.4472, 1.3431], [0.5084, 4.8782, 0.7250], [0.5682, 5.5179, -1.6596], [1.0984, -3.3331, 1.9081], [0.8214, -3.3959, 0.4394], [0.7226, -4.6074, -0.1401], [0.6732, -2.3789, -0.2329], [1.1231, -4.3149, 2.3785], [0.3335, -2.7156, 2.3781], [2.0544, -2.8263, 2.0480], [0.9202, -5.4470, 0.3726], [0.6224, -4.6498, -1.1405], [-3.8357, -2.4940, 1.1917], [-2.4128, -2.0816, 0.8237], [-2.1696, -0.6042, -0.2454], [-3.1888, 0.6263, 0.6561], [-3.1646, 2.0454, 0.0911], [-3.1773, -1.0635, -1.7042], [-3.0840, -0.1290, -2.9089], [-3.8230, -3.3835, 1.8246], [-4.4342, -2.7346, 0.3112], [-4.3597, -1.7155, 1.7463], [-1.9073, -2.9007, 0.3046], [-1.8241, -1.8800, 1.7231], [-2.8014, 0.6260, 1.6797], [-4.2187, 0.2620, 0.7020], [-2.1470, 2.4218, -0.0237], [-3.6979, 2.7285, 0.7544], [-3.6467, 2.1025, -0.8834], [-4.2163, -1.1699, -1.3764], [-2.8296, -2.0596, -1.9949], [-3.5009, 0.8551, -2.6993], [-3.6397, -0.5431, -3.7519], [-2.0511, 0.0013, -3.2288]]}

=====

# 2
{"formula": "C25H31F3NO23P", "method": "the ωB97M-V functional and the def2-TZVPD basis", "total_charge": 0, "smiles": "N=P(O)(O)C1=C(CCC(F)(F)F)C(=O)OC1=O.O=C1OCCO1.O=C1OCCO1.O=C1OCCO1.O=C1OCCO1.O=C1OCCO1.O=C1OCCO1", "homo_lumo_gap_ev": 8.04, "multiplicity": 1, "homo_ev": -9.44, "total_energy_ev": -92454.422, "species": ["N", "P", "O", "O", "C", "C", "C", "C", "C", "F", "F", "F", "C", "O", "O", "C", "O", "H", "H", "H", "H", "H", "H", "H", "C", "C", "O", "C", "O", "O", "H", "H", "H", "H", "C", "C", "O", "C", "O", "O", "H", "H", "H", "H", "C", "C", "O", "C", "O", "O", "H", "H", "H", "H", "C", "C", "O", "C", "O", "O", "H", "H", "H", "H", "C", "C", "O", "C", "O", "O", "H", "H", "H", "H", "C", "C", "O", "C", "O", "O", "H", "H", "H", "H"], "xyz": [[0.1618, -5.4842, -2.1467], [0.7814, -4.2956, -1.4065], [2.0525, -4.5926, -0.5495], [1.3527, -3.1833, -2.3215], [-0.3408, -3.4863, -0.2613], [-0.0412, -2.7524, 0.7952], [1.2246, -2.3172, 1.3846], [2.1478, -1.5257, 0.4854], [1.7118, -0.0854, 0.3740], [0.6014, 0.1753, 1.0581], [2.6438, 0.7386, 0.8460], [1.4714, 0.3469, -0.8542], [-1.3206, -2.3851, 1.4289], [-1.5275, -1.4927, 2.2220], [-2.2787, -3.1810, 0.9234], [-1.7937, -3.5945, -0.3282], [-2.5400, -3.9075, -1.2479], [-0.8048, -5.6526, -1.9280], [1.8277, -5.2353, 0.1274], [0.9740, -3.3125, -3.2025], [0.9929, -1.7057, 2.2285], [1.7290, -3.1882, 1.7538], [3.1102, -1.5021, 0.9460], [2.2917, -1.9448, -0.4788], [1.1465, 3.7244, -2.1150], [2.5393, 4.1978, -1.7480], [3.1502, 4.3649, -3.0410], [2.1755, 4.5636, -3.9510], [2.3601, 4.8857, -5.0786], [0.9617, 4.3245, -3.4111], [0.3782, 4.0597, -1.4247], [1.0883, 2.6399, -2.2185], [2.5382, 5.1606, -1.2371], [3.0935, 3.4780, -1.1531], [-4.9356, -3.3972, 2.7970], [-4.6274, -1.9748, 3.2256], [-5.7001, -1.6935, 4.1376], [-6.1680, -2.8654, 4.6261], [-6.9295, -2.9679, 5.5257], [-5.6291, -3.9070, 3.9482], [-4.0506, -3.9897, 2.5922], [-5.6019, -3.4406, 1.9346], [-3.6799, -1.8975, 3.7588], [-4.6300, -1.2653, 2.4043], [2.0822, -0.2775, -5.6722], [2.2069, -0.8407, -7.0744], [2.1090, -2.2541, -6.8363], [1.4554, -2.4449, -5.6775], [1.0676, -3.4933, -5.2796], [1.2955, -1.2819, -5.0172], [1.5769, 0.6772, -5.6336], [3.0452, -0.1996, -5.1651], [1.3839, -0.5371, -7.7216], [3.1492, -0.6011, -7.5557], [-2.3645, 2.3604, 2.3110], [-1.2903, 3.0246, 3.1505], [-0.4852, 3.6622, 2.1511], [-1.2417, 3.8614, 1.0457], [-0.9076, 4.4941, 0.1038], [-2.4270, 3.2178, 1.1645], [-3.3309, 2.3100, 2.8042], [-2.0745, 1.3606, 1.9823], [-1.6934, 3.7847, 3.8214], [-0.6929, 2.3217, 3.7235], [2.8883, 8.4995, -2.1230], [3.2878, 9.8083, -1.4679], [2.3977, 9.8685, -0.3473], [2.0018, 8.6112, -0.0375], [1.4035, 8.3078, 0.9337], [2.3966, 7.7448, -1.0065], [3.7167, 7.9796, -2.5957], [2.0813, 8.6217, -2.8466], [4.3149, 9.7948, -1.1002], [3.1478, 10.6734, -2.1088], [-0.7707, -5.9222, 5.1395], [-2.1612, -6.1550, 4.5763], [-2.0151, -5.6771, 3.2285], [-0.7141, -5.7439, 2.8888], [-0.3035, -5.5729, 1.7858], [0.0497, -6.0180, 3.9617], [-0.4676, -6.6636, 5.8716], [-0.6532, -4.9254, 5.5660], [-2.4308, -7.2105, 4.5446], [-2.9402, -5.6016, 5.0918]]}

=====

# 3
{"formula": "C25H31IrN11OTe", "method": "the ωB97M-V functional and the def2-TZVPD basis", "total_charge": 0, "homo_lumo_gap_ev": [7.88, 6.21], "multiplicity": 2, "homo_ev": [-8.28, -8.36], "total_energy_ev": -54996.004, "s2": 0.759, "species": ["Ir", "N", "C", "N", "N", "N", "N", "C", "N", "N", "N", "N", "H", "C", "C", "C", "N", "H", "H", "H", "H", "H", "C", "C", "O", "N", "Te", "C", "C", "C", "C", "C", "C", "C", "C", "C", "C", "C", "C", "C", "C", "C", "C", "C", "C", "H", "H", "H", "H", "H", "H", "H", "H", "H", "H", "H", "H", "H", "H", "H", "H", "H", "H", "H", "H", "H", "H", "H", "H", "H"], "xyz": [[-0.5865, -1.0198, 2.0926], [-2.9604, -3.4639, 2.1620], [-2.5389, -3.0195, 0.9397], [-2.8457, -3.5920, -0.2030], [-2.2024, -2.8526, -1.1311], [-1.5474, -1.8979, -0.5881], [-1.7539, -1.9456, 0.7454], [-2.5376, -2.9478, 3.3545], [-2.9774, -3.3222, 4.5337], [-2.3097, -2.5362, 5.4099], [-1.5144, -1.7343, 4.8124], [-1.6278, -1.9709, 3.4784], [-3.5960, -4.2437, 2.1867], [3.1622, -3.6057, 4.1419], [3.0063, -3.8121, 2.6307], [1.8173, -3.1267, 2.1426], [0.8898, -2.5555, 1.7934], [4.0646, -4.1091, 4.4824], [2.3089, -4.0163, 4.6784], [3.2362, -2.5464, 4.3807], [2.9136, -4.8684, 2.3749], [3.8609, -3.4140, 2.0805], [0.4554, 2.1072, 4.1627], [0.0258, 0.8963, 3.4184], [0.6911, -0.2244, 3.4924], [-0.9856, 0.8209, 2.5939], [0.5211, 0.9500, 0.1964], [1.7563, 0.7605, -1.5240], [1.9753, 1.8987, -2.3066], [1.3335, 3.2301, -2.0225], [2.8191, 1.7936, -3.4105], [3.4525, 0.6084, -3.7449], [4.3431, 0.5118, -4.9528], [3.2405, -0.4981, -2.9317], [2.4059, -0.4419, -1.8244], [2.1973, -1.6762, -1.0018], [-1.2607, 1.5824, -0.7876], [-2.0194, 2.5675, -0.1411], [-1.5860, 3.3400, 1.0793], [-3.2699, 2.8946, -0.6654], [-3.7685, 2.2964, -1.8061], [-5.1344, 2.6310, -2.3372], [-2.9514, 1.3946, -2.4753], [-1.6900, 1.0388, -2.0165], [-0.8575, 0.1858, -2.9379], [0.7667, 1.8246, 5.1673], [-0.3593, 2.8264, 4.2094], [1.3050, 2.5636, 3.6505], [1.3750, 3.4810, -0.9603], [0.2804, 3.2335, -2.3102], [1.8398, 4.0186, -2.5773], [2.9843, 2.6738, -4.0224], [4.5210, 1.4924, -5.3920], [3.8897, -0.1217, -5.7175], [5.3079, 0.0732, -4.6951], [3.7355, -1.4340, -3.1692], [2.7519, -2.5161, -1.4207], [1.1391, -1.9431, -0.9638], [2.5346, -1.5232, 0.0257], [-0.5025, 3.4385, 1.1461], [-1.9232, 2.8476, 1.9895], [-2.0155, 4.3412, 1.0440], [-3.8636, 3.6444, -0.1536], [-5.6375, 3.3604, -1.7038], [-5.7582, 1.7371, -2.3875], [-5.0716, 3.0417, -3.3463], [-3.2972, 0.9588, -3.4062], [-1.4992, -0.2586, -3.6970], [-0.3522, -0.6191, -2.4179], [-0.1063, 0.7919, -3.4468]]}

=====

# 4
{"formula": "C25H31N3O4", "method": "the ωB97M-V functional and the def2-TZVPD basis", "total_charge": 0, "smiles": "O=C(C1CCN(Cc2ccccc2O)CC1)N1CCN(Cc2ccc3c(c2)OCO3)CC1", "homo_lumo_gap_ev": 8.73, "multiplicity": 1, "homo_ev": -8.09, "relative_energy_kcal_mol": 70.4, "total_energy_ev": -39088.523, "species": ["O", "C", "N", "C", "H", "C", "N", "C", "C", "H", "H", "H", "H", "C", "C", "C", "C", "C", "C", "C", "H", "O", "C", "O", "H", "H", "H", "H", "H", "H", "H", "H", "H", "C", "C", "C", "N", "C", "C", "H", "H", "H", "H", "C", "C", "C", "C", "C", "C", "C", "O", "H", "H", "H", "H", "H", "H", "H", "H", "H", "H", "H", "H"], "xyz": [[0.2035, 1.9275, -2.1029], [0.3236, 1.4853, -0.9748], [-0.7468, 1.3528, -0.1565], [-0.8065, 0.7741, 1.1638], [0.1847, 0.5721, 1.5617], [-1.6287, -0.5176, 1.1259], [-2.9636, -0.2159, 0.6499], [-2.8965, 0.3377, -0.6917], [-2.0747, 1.6237, -0.6725], [-1.9688, 2.0297, -1.6788], [-2.5636, 2.3595, -0.0261], [-3.9115, 0.5552, -1.0283], [-2.4364, -0.3761, -1.3987], [-3.8571, -1.3587, 0.7222], [-5.2894, -0.9438, 0.5101], [-5.7667, 0.2025, 1.1286], [-7.0828, 0.6284, 0.9781], [-7.9028, -0.1443, 0.1923], [-7.4321, -1.3005, -0.4302], [-6.1315, -1.7181, -0.2914], [-5.7815, -2.6110, -0.7826], [-8.4471, -1.8757, -1.1490], [-9.5741, -1.0483, -0.9559], [-9.2255, 0.0347, -0.1213], [-9.9226, -0.6670, -1.9292], [-10.3828, -1.6310, -0.4854], [-7.4491, 1.5211, 1.4562], [-5.0857, 0.7793, 1.7334], [-3.7605, -1.7891, 1.7251], [-3.5826, -2.1415, -0.0065], [-1.6986, -0.9313, 2.1347], [-1.1160, -1.2542, 0.4798], [-1.3119, 1.4876, 1.8256], [1.6918, 1.1249, -0.4000], [2.6949, 0.8670, -1.5325], [4.1244, 1.1603, -1.0652], [4.2210, 0.8861, 0.3621], [3.5200, 1.9011, 1.1341], [2.2055, 2.2930, 0.4488], [2.3593, 3.1476, -0.2118], [1.4727, 2.5875, 1.2013], [3.3191, 1.4786, 2.1253], [4.1431, 2.8010, 1.2735], [5.5885, 0.6830, 0.8192], [6.1898, -0.5866, 0.2649], [7.5240, -0.6245, -0.1101], [8.1110, -1.7939, -0.5590], [7.3554, -2.9512, -0.6371], [6.0220, -2.9328, -0.2797], [5.4262, -1.7576, 0.1693], [4.1148, -1.7879, 0.5020], [3.8248, -0.8539, 0.6049], [5.4138, -3.8219, -0.3385], [7.8042, -3.8702, -0.9833], [9.1519, -1.8006, -0.8444], [8.1127, 0.2799, -0.0415], [5.5575, 0.6076, 1.9142], [6.2350, 1.5410, 0.5673], [4.8297, 0.5140, -1.5916], [4.4037, 2.2036, -1.2813], [2.4386, 1.5021, -2.3814], [2.6123, -0.1720, -1.8532], [1.6186, 0.2277, 0.2181]]}